ORCA calculation (wB97M-V/def2-TZVPD) on a cluster of 12 separate species, BF4H22O11 in total in a non-equilibrium geometry.

Bonds (Å) are listed after each position.
Positions of all 38 atoms, in Å:
1 F 25.02 32.39 -1.54  B16 1.411
2 F 25.14 33.03 0.75  B16 1.394
3 F 25.47 34.57 -0.79  B16 1.414
4 F 27.02 32.89 -0.55  B16 1.425
5 O 22.80 35.69 0.15  H18 0.966, H19 0.964
6 O 27.78 32.22 2.01  H33 0.966, H38 0.969
7 O 25.57 30.67 3.01  H20 0.958, H21 0.983
8 O 23.63 30.62 1.16  H23 0.968, H28 0.963
9 O 27.35 29.35 0.21  H29 0.961, H30 0.966
10 O 25.42 31.05 -3.73  H22 0.986, H32 0.962
11 O 29.00 34.23 -1.59  H17 0.982, H26 0.965
12 O 25.51 34.99 2.51  H34 0.975, H35 0.961
13 O 26.32 34.25 -3.36  H24 0.957, H25 0.965
14 O 30.25 31.61 -1.43  H27 0.975, H31 0.961
15 O 22.14 32.83 -0.79  H36 0.962, H37 0.965
16 B 25.62 33.19 -0.55  F1 1.411, F2 1.394, F3 1.414, F4 1.425
17 H 28.36 33.84 -0.95  O11 0.982
18 H 22.62 34.79 -0.16  O5 0.966
19 H 23.69 35.88 -0.17  O5 0.964
20 H 25.14 29.88 3.34  O7 0.958
21 H 25.03 30.96 2.24  O7 0.983
22 H 25.28 31.48 -2.85  O10 0.986
23 H 24.07 30.88 0.34  O8 0.968
24 H 26.29 33.33 -3.09  O13 0.957
25 H 26.28 34.74 -2.54  O13 0.965
26 H 28.60 34.08 -2.45  O11 0.965
27 H 29.91 32.52 -1.43  O14 0.975
28 H 23.17 29.80 0.95  O8 0.963
29 H 26.91 28.70 0.77  O9 0.961
30 H 27.03 30.21 0.53  O9 0.966
31 H 29.61 31.10 -1.94  O14 0.961
32 H 26.36 31.18 -3.92  O10 0.962
33 H 26.99 31.85 2.43  O6 0.966
34 H 25.19 34.51 1.73  O12 0.975
35 H 26.32 35.42 2.22  O12 0.961
36 H 21.50 32.13 -0.65  O15 0.962
37 H 22.68 32.51 -1.52  O15 0.965
38 H 27.42 32.66 1.23  O6 0.969

Its HOMO energy is -7.61 eV. As for the charge: -1. The HOMO-LUMO gap is 9.694 eV. The value obtained for the LUMO energy is 2.08 eV. As for the electronic energy: -1265.50204 hartree. For the energy above the lowest of the compared OMol25 structures with the same formula, charge and spin, the calculation gives 17.2 kcal/mol.